No. 1
Here is a molecular structure, C34H44FeN4O in a non-equilibrium geometry from the Open Molecules 2025 dataset. Energies are from wB97M-V/def2-TZVPD.

Computed properties:
HOMO energy (spin up / spin down) (eV): 2.4390 / -2.9696
LUMO energy (spin up / spin down) (eV): 4.383 / 4.360
⟨S²⟩: 6.03
Gap between HOMO and LUMO (spin up / spin down) (eV): 1.9 / 7.3
Charge: -2
E_tot (eV): -78361.1381
Spin multiplicity: 5

```
84
Properties=species:S:1:pos:R:3:forces:R:3:mulliken_spin:R:1
Fe 1.2606 -0.0478 0.1395 -2.33 1.28 1.34 0.78
O -1.6979 0.0928 0.7960 -1.10 -0.53 1.13 1.80
N -3.8364 0.2285 1.5061 -0.13 -0.07 -0.23 -1.98
N 1.1170 -1.8085 -0.9031 -0.06 -2.27 1.56 0.22
N 0.6655 -0.8861 -2.7975 -0.01 -0.60 0.69 -1.16
N 1.2458 -2.5008 2.8891 -0.03 -0.72 -0.13 -0.13
C -4.8615 0.3938 3.7750 -0.08 -0.24 -0.04 0.22
C 1.4025 -2.7380 -1.8577 0.46 -0.21 -0.60 0.30
C -2.5616 -0.2121 1.6439 0.89 0.33 -1.04 -1.36
C 0.8075 -2.6165 1.6158 -0.27 -0.32 0.16 0.04
C -0.2049 3.5441 -6.2445 0.02 0.19 -0.19 0.28
C 0.0248 2.3641 -5.3492 -0.06 -0.14 0.20 -3.83
C 1.1470 1.5543 -5.5300 -0.29 -0.30 0.07 2.67
C 1.7218 2.6438 -1.5683 -0.13 -0.19 -0.24 0.32
C 1.1356 -2.1752 -3.0540 -0.19 -0.06 -0.03 0.13
C 3.6206 -0.3322 2.2546 -0.14 -0.19 -0.01 -0.02
C -0.7099 0.9398 -3.5190 0.07 0.01 -0.75 -1.04
C 4.1714 0.7105 -0.7970 0.00 0.06 -0.05 -0.26
C -0.3371 -4.1712 3.5449 0.29 0.01 0.29 -0.21
C 1.8236 1.7996 -0.3385 1.16 0.15 1.23 0.29
C -2.2348 -1.0609 2.8561 0.37 -0.11 -0.45 -0.34
C -0.2596 2.7696 0.8953 -0.26 -0.06 0.03 0.03
C -1.7014 0.5794 -2.4660 -0.56 0.31 0.58 0.30
C 0.7116 -3.2877 3.8204 -0.58 -0.13 -0.58 0.30
C -0.2676 -3.4533 1.2533 0.21 0.03 0.42 -0.09
C 0.4185 0.1414 -3.7391 0.05 0.71 -0.26 3.55
C 0.8896 1.8243 0.7699 1.21 0.55 0.80 0.07
C 2.7098 0.4800 1.3820 0.69 1.67 -0.48 0.01
C 0.9020 0.8096 3.2127 -0.08 -0.19 0.05 -0.12
C 1.4329 0.9943 1.8276 0.40 1.37 -0.32 -0.12
C -2.4581 -0.3495 4.1856 -0.20 -0.12 0.24 0.11
C 1.3768 0.4356 -4.7212 -0.40 0.52 0.42 -3.65
C -0.8986 2.0523 -4.3451 0.45 -0.42 -0.04 1.22
C 2.9504 0.9561 0.0345 0.80 1.80 1.06 -0.57
C 2.6451 -0.3442 -4.8601 0.45 0.05 -0.55 1.24
C -4.9781 -0.1358 2.3465 0.33 -0.01 0.07 2.70
C 1.6160 -1.8068 0.7128 -1.00 -1.34 -3.36 -0.32
C -3.9125 -0.4188 4.6508 0.19 0.31 0.09 1.30
C 0.6188 -0.6636 -1.4585 0.69 -1.76 -0.86 1.26
C -0.8418 -4.2481 2.2448 0.25 0.33 -0.16 0.69
H 0.7492 3.9544 -6.5919 -0.18 0.00 0.02 -0.15
H -3.9669 -0.0384 5.6774 -0.07 -0.03 0.00 -0.06
H -4.0259 0.6695 0.6096 0.12 -0.11 0.34 0.22
H 4.4813 -0.7006 1.6833 -0.09 0.03 0.17 0.05
H -0.1192 1.1997 3.2910 0.21 -0.14 0.05 0.05
H -0.7580 4.3276 -5.7164 0.07 -0.03 -0.11 0.12
H 3.0680 -1.1879 2.6762 0.38 0.34 -0.03 0.00
H -0.9901 2.3962 1.6232 0.07 0.13 -0.26 0.04
H -4.2378 -1.4679 4.6682 0.01 0.16 0.01 -0.63
H -0.7660 2.8991 -0.0699 -0.02 -0.02 0.26 -0.02
H 1.1445 -3.1995 4.8188 -0.22 -0.03 -0.14 0.03
H -1.8118 -0.8184 4.9418 -0.11 0.06 -0.14 0.01
H -4.5427 1.4439 3.7509 -0.05 -0.11 -0.03 0.21
H 1.2147 -2.5751 -4.0452 -0.10 0.00 -0.06 -0.16
H 0.0876 3.7610 1.2343 -0.07 -0.22 -0.12 0.01
H 0.9055 -0.2588 3.4794 -0.09 0.38 0.03 0.07
H 1.7643 -3.7122 -1.6032 0.11 -0.23 -0.06 0.00
H 3.9076 0.6240 -1.8618 0.16 -0.03 0.26 0.32
H -2.1311 0.6985 4.1049 -0.10 -0.21 0.05 -0.05
H -5.8711 0.2869 1.8730 0.13 -0.08 -0.01 -0.28
H 1.8749 1.7955 -6.3069 -0.19 -0.01 0.24 1.31
H 2.2388 3.6103 -1.4347 -0.14 -0.32 0.01 -0.08
H 2.6747 -2.1101 0.7015 -0.48 0.02 -0.13 0.04
H -5.0900 -1.2315 2.3688 -0.15 0.26 0.00 -0.62
H -1.6570 -4.9295 1.9994 0.16 0.21 0.11 -0.12
H 3.2546 0.1366 -5.6354 -0.05 -0.20 0.16 -0.29
H 1.5344 1.3358 3.9474 -0.17 -0.06 -0.14 -0.04
H -0.7889 3.2647 -7.1322 0.10 0.03 0.15 -0.12
H -1.1814 -1.3514 2.7553 -0.31 0.16 -0.06 0.27
H 4.8924 1.5383 -0.6988 -0.10 -0.21 -0.08 -0.07
H -2.1588 -0.4065 -2.6342 0.18 0.16 -0.02 0.02
H -0.6043 -3.4714 0.2173 0.05 -0.04 0.29 0.03
H 0.6690 2.8500 -1.8036 0.28 -0.01 -0.06 0.09
H 3.9900 0.2769 3.0950 -0.02 -0.07 -0.25 -0.01
H -5.8637 0.3712 4.2193 -0.04 -0.01 0.03 -1.08
H -0.7256 -4.7839 4.3532 -0.08 0.04 -0.18 -0.37
H -2.5049 1.3256 -2.4544 0.04 -0.16 -0.02 0.04
H 2.1686 2.1337 -2.4321 -0.11 0.22 0.08 0.14
H 4.6727 -0.2161 -0.4861 -0.06 0.17 -0.19 -0.03
H 3.2504 -0.3571 -3.9402 -0.28 -0.14 -0.12 -0.01
H 2.4729 -1.3796 -5.1784 0.17 0.21 0.08 0.01
H -1.2564 0.5514 -1.4602 -0.32 0.09 -0.38 -0.02
H -1.7840 2.6733 -4.2025 0.19 -0.09 -0.05 0.48
H -2.8340 -1.9847 2.7907 0.12 0.22 0.16 -0.01
```
Forces are in eV/Å.

=====

No. 2
Here is a molecular structure, C34H44N3O2P2ReSi2 from the Open Molecules 2025 dataset. Energies are from wB97M-V/def2-TZVPD.

Computed properties:
HOMO energy (spin up / spin down) (eV): -10.4364 / -11.3227
LUMO energy (spin up / spin down) (eV): -2.345 / -3.131
⟨S²⟩: 3.77
Gap between HOMO and LUMO (spin up / spin down) (eV): 8.1 / 8.2
Charge: +1
E_tot (eV): -80999.9931
Spin multiplicity: 4

```
88
Properties=species:S:1:pos:R:3:forces:R:3:mulliken_spin:R:1
Re 1.0172 -0.2381 0.8781 -0.35 -0.48 -0.41 2.61
P -0.4417 -2.2583 -0.2935 0.07 0.08 -0.10 0.06
P -1.5313 0.0744 1.7121 -0.08 0.17 0.19 0.05
Si 0.1629 2.4884 2.8335 0.00 0.05 0.02 -0.02
Si 2.5050 -3.2147 -0.4492 0.02 -0.09 -0.01 0.00
O 2.3835 0.5052 -0.3198 0.07 0.21 -0.04 0.03
O 3.9259 1.9949 -0.8893 0.06 -0.01 0.05 0.02
N 2.6405 -0.4087 2.3777 0.04 -0.07 0.15 0.08
N -0.1864 0.9136 2.1308 -0.07 0.17 0.10 0.21
N 1.1679 -2.1450 -0.0828 0.11 -0.01 -0.06 0.11
C -5.0729 2.7854 0.7505 -0.01 0.01 0.00 0.00
C -2.0275 -1.0508 3.0242 -0.09 -0.02 -0.08 -0.03
C -3.0716 1.6419 0.0832 0.03 0.01 -0.02 0.00
C -0.2767 -2.9180 -3.0073 0.11 -0.02 0.04 0.00
C -2.2199 -1.6857 -2.3040 -0.07 0.00 0.04 0.00
C -1.1062 -5.1627 2.4419 -0.01 -0.04 0.04 0.00
C -2.7097 -1.7193 -3.5995 -0.02 0.01 -0.02 0.00
C -0.7608 -2.9397 -4.3049 -0.04 0.01 -0.04 0.00
C -1.9393 -4.6146 -0.1522 -0.03 0.04 0.00 0.00
C -0.6742 -4.0139 1.8083 0.06 0.07 0.08 -0.01
C -1.3923 3.4476 3.2124 0.11 -0.03 0.01 0.01
C -3.1528 -1.8521 2.8356 -0.02 -0.04 0.01 0.00
C 3.5694 1.1019 -0.1740 0.00 -0.06 -0.02 0.00
C -4.1220 2.4941 -0.2186 0.02 -0.02 0.01 0.00
C -1.2599 -1.1963 4.1730 0.06 0.05 0.02 0.01
C -0.8562 -0.7310 0.3729 0.15 -0.13 0.28 -0.21
C -1.9805 -2.3460 -4.6001 0.03 -0.02 0.00 0.00
C -1.9541 -6.0435 1.7793 -0.01 -0.01 0.00 0.00
C 3.7908 0.5349 2.2985 0.01 0.05 -0.01 0.00
C 1.9045 -4.9656 -0.7501 0.08 0.04 0.02 0.00
C 1.1975 3.4474 1.6110 -0.03 -0.04 0.02 0.03
C 3.6134 -3.3405 1.0754 -0.06 0.05 -0.06 0.00
C -1.6116 -2.1380 5.1290 -0.01 -0.02 0.03 0.01
C -2.7299 -2.9356 4.9366 -0.02 -0.02 0.00 0.00
C -1.0852 -3.7342 0.5057 -0.08 0.01 -0.05 -0.01
C -1.0056 -2.2942 -1.9999 0.08 -0.06 0.01 0.02
C 4.4436 0.5183 0.9262 0.05 0.06 -0.02 0.02
C 3.4745 -2.5477 -1.9021 -0.05 -0.01 0.06 0.00
C -2.9717 1.0822 1.3571 0.11 0.04 -0.14 0.00
C -3.5019 -2.7932 3.7902 0.02 0.02 0.00 0.00
C -4.9791 2.2262 2.0177 -0.03 0.02 0.00 0.00
C -2.3727 -5.7688 0.4873 0.00 0.02 0.00 0.00
C 1.1120 2.1931 4.4284 -0.07 -0.04 -0.09 0.00
C -3.9299 1.3756 2.3236 0.00 -0.05 0.05 -0.01
H -0.7853 -5.3750 3.4531 0.00 0.00 0.01 0.00
H -0.1842 -3.4154 -5.0865 0.00 -0.01 -0.01 0.00
H -3.8596 0.9415 3.3133 0.01 0.00 0.01 0.00
H 4.2160 -4.2473 0.9991 0.01 -0.03 -0.03 0.00
H -2.3219 1.4067 -0.6646 -0.01 0.00 -0.01 0.00
H -3.7575 -1.7435 1.9422 0.00 0.01 -0.01 0.00
H -1.0207 -2.2417 6.0295 0.01 0.00 0.00 0.00
H 1.3265 -5.3422 0.0958 -0.01 0.00 0.03 0.00
H -2.2632 -4.4071 -1.1637 0.01 0.00 -0.02 0.00
H 0.4987 1.6486 5.1500 -0.02 0.00 0.01 0.00
H 4.5461 -2.7213 -1.7916 0.03 -0.03 0.01 0.00
H 4.7098 -0.5056 0.6456 -0.01 0.06 -0.01 0.00
H 3.3114 -1.4738 -2.0095 0.01 0.02 0.02 0.00
H 4.3282 -2.5228 1.1945 -0.06 0.02 0.00 0.00
H -2.0306 3.5723 2.3377 0.00 0.01 -0.04 0.00
H 1.5183 4.3951 2.0478 0.01 0.03 0.02 0.00
H -3.0053 -3.6670 5.6850 0.00 0.00 0.00 0.00
H -4.2006 2.9291 -1.2057 0.00 0.00 -0.01 0.00
H 2.9940 -1.3627 2.3195 0.03 0.00 0.00 0.01
H 2.0947 2.9293 1.2667 0.00 -0.02 0.02 -0.01
H -4.3740 -3.4153 3.6408 -0.01 -0.01 0.00 0.00
H 2.2143 -0.3214 3.2981 -0.03 -0.01 -0.01 0.02
H 3.0159 -3.4447 1.9863 0.00 -0.02 0.03 0.00
H -3.0309 -6.4540 -0.0291 -0.01 -0.01 -0.01 0.00
H -5.8939 3.4496 0.5157 -0.01 0.00 0.00 0.00
H 2.7930 -5.5966 -0.8423 0.00 -0.02 -0.02 0.00
H 0.6113 3.6789 0.7191 -0.02 0.00 -0.01 0.00
H -2.3586 -2.3651 -5.6132 0.00 0.00 -0.01 0.00
H -2.7798 -1.1778 -1.5266 0.00 0.00 0.00 0.01
H 0.6809 -3.3744 -2.7902 -0.03 0.02 0.01 0.00
H -1.0953 4.4444 3.5477 -0.01 0.02 0.03 0.00
H 5.3643 1.0982 0.9636 -0.02 0.00 -0.02 0.00
H 3.1665 -3.0210 -2.8358 -0.02 0.00 -0.03 0.00
H 2.0316 1.6237 4.2749 0.02 0.02 0.02 0.00
H 1.3146 -5.1200 -1.6540 -0.03 0.08 0.01 0.00
H 4.5206 0.2715 3.0671 0.00 0.01 -0.04 0.00
H -5.7250 2.4544 2.7669 0.00 0.00 0.01 0.00
H 1.4030 3.1357 4.8940 0.00 0.05 0.00 0.00
H -2.2860 -6.9467 2.2740 0.00 -0.01 0.00 0.00
H 3.4116 1.5311 2.5309 0.03 -0.02 -0.03 0.00
H -3.6551 -1.2471 -3.8301 -0.01 0.00 -0.01 0.00
H -1.9876 3.0000 4.0088 -0.02 -0.05 0.02 0.00
H -0.0142 -3.3279 2.3296 0.01 -0.01 -0.04 0.02
H -0.3958 -0.5596 4.3226 0.01 0.00 -0.01 -0.03
```
Forces are in eV/Å.